Entry 1:
A 3-piece molecular cluster, C17H28FIO13S2 overall, computed with wB97M-V/def2-TZVPD.

SMILES: CC(C)C[C@@H](C)CO[C@@]1(S(=O)(=O)F)OS(=O)(=O)O[C@@H]1I.C[C@@H]1COC(=O)O1.C[C@@H]1COC(=O)O1
E_HOMO: -10.01 eV
charge: 0
energy: -77178.78195 eV
multiplicity: 1
M: 650.43 g mol⁻¹
HOMO-LUMO gap: 8.290 eV

CARTESIAN COORDINATES (ANGSTROEM)
C  0.1493  0.8290  0.6866
C  -0.5648  -0.6289  0.3008
C  0.2484  -1.3910  -0.9115
C  -2.1863  -0.5275  0.0821
C  -2.6619  -0.1638  -1.4441
C  -3.5144  -1.4916  -1.9901
C  -3.5791  1.2299  -1.5257
O  -3.1221  2.0181  -2.6808
C  -1.9974  2.9054  -2.3471
S  -2.2160  4.2730  -1.0798
O  -2.0105  3.7421  0.3924
O  -1.1064  5.3805  -1.2636
F  -3.7836  5.0336  -1.2180
O  -0.6671  2.3398  -2.0555
S  0.5103  2.7663  -3.2502
O  0.7194  1.5705  -4.2403
O  1.8998  3.0232  -2.5834
O  -0.3020  4.0884  -3.9949
C  -1.7236  3.6448  -3.8221
I  -3.3338  4.8737  -4.6477
H  -0.6026  1.6093  1.1284
H  0.9251  0.5949  1.5631
H  0.8104  1.2522  -0.1995
H  -0.4023  -1.3038  1.2720
H  1.3448  -1.6584  -0.5754
H  0.3293  -0.5930  -1.7958
H  -0.3509  -2.2960  -1.3609
H  -2.6439  0.3126  0.7891
H  -2.7162  -1.5348  0.3938
H  -1.7945  -0.0095  -2.2147
H  -2.9175  -2.4893  -1.7190
H  -3.6244  -1.4947  -3.1557
H  -4.5892  -1.5663  -1.5333
H  -4.6969  0.8913  -1.7675
H  -3.6225  1.8115  -0.5112
H  -1.7292  2.7008  -4.5509
C  0.6460  -4.9384  4.2671
C  -0.5273  -4.7459  3.3263
C  -0.7591  -5.8936  2.3902
O  -1.4304  -5.2656  1.3101
C  -1.0086  -3.9627  1.2979
O  -1.2385  -3.1720  0.4043
O  -0.2908  -3.6751  2.4273
H  1.4923  -5.4135  3.7598
H  1.0039  -3.9742  4.6446
H  0.3630  -5.5677  5.1168
H  -1.4305  -4.4999  3.9008
H  -1.3771  -6.6780  2.8295
H  0.1657  -6.3369  2.0058
C  5.4727  1.5297  -0.3168
C  4.3478  1.7667  0.6715
C  4.5756  2.9246  1.5959
O  3.7719  2.5772  2.7118
C  3.7067  1.2093  2.7302
O  3.2503  0.5532  3.6454
O  4.2285  0.6837  1.5791
H  6.4529  1.6763  0.1492
H  5.4509  0.5003  -0.6911
H  5.3946  2.2163  -1.1658
H  3.3925  1.8544  0.1365
H  4.2565  3.8757  1.1673
H  5.6127  3.0134  1.9368

=====

Entry 2:
CH18Na5O12 as an isolated structure, computed with wB97M-V/def2-TZVPD.

energy relative to the best compared isomer or geometry (same formula, charge and spin): 0.00 kcal per mole
E_HOMO: -17.99 eV
charge: +3
energy: -47959.16725 eV
multiplicity: 1
M: 337.09 g mol⁻¹
HOMO-LUMO gap: 5.220 eV

CARTESIAN COORDINATES (ANGSTROEM)
Na  1.8958  -2.8784  2.8780
Na  -2.3882  1.1801  2.6421
Na  3.7203  -0.7825  1.2203
Na  1.3647  -3.3428  -0.5622
Na  0.7574  -0.0118  3.6402
C  0.3581  -0.4302  0.4783
O  1.3920  -1.1493  0.9902
O  -0.0747  -0.7659  -0.6375
O  -0.0613  0.6079  1.1303
O  1.6774  -1.9819  -2.4440
H  1.2260  -1.3504  -1.8552
H  1.7299  -1.6058  -3.3289
O  2.8510  1.5482  1.7303
H  2.6055  2.0796  2.4974
H  1.9991  1.1948  1.4114
O  1.1762  4.1554  0.5412
H  0.9906  3.3699  0.0011
H  0.8412  3.9508  1.4159
O  0.5495  2.2765  -1.5415
H  1.2494  1.9553  -2.1221
H  0.3260  1.5413  -0.9590
O  -2.9539  0.6935  0.3060
H  -3.2079  -0.2257  0.1409
H  -2.0230  0.7229  0.0483
O  -1.7116  -0.3995  -3.0820
H  -1.0142  -0.1562  -2.4642
H  -1.3144  -0.9963  -3.7252
O  -1.9324  -3.0515  1.1247
H  -1.4029  -2.2527  1.0174
H  -1.3067  -3.7740  1.2448
O  -1.4585  3.1378  1.4805
H  -0.8851  3.2966  2.2396
H  -1.0117  2.4529  0.9642
O  -1.1555  -3.3533  -2.0104
H  -1.0902  -2.4664  -1.6331
H  -1.7180  -3.1894  -2.7778

=====

Entry 3:
One molecule with the formula C17H14N4OS, computed with wB97M-V/def2-TZVPD.

SMILES: O=C(CSc1cccc2cccnc12)N/N=C/c1cccnc1
energy relative to the best compared isomer or geometry (same formula, charge and spin): 23.12 kcal per mole
E_HOMO: -8.44 eV
charge: 0
energy: -36698.95242 eV
multiplicity: 1
M: 322.39 g mol⁻¹
HOMO-LUMO gap: 8.077 eV

CARTESIAN COORDINATES (ANGSTROEM)
O  1.0047  -3.1115  -0.8465
C  1.1588  -2.2239  -0.0323
C  2.5468  -1.9867  0.5609
S  2.6315  -0.9919  2.0889
C  3.0021  0.6185  1.4001
C  4.2982  0.9651  1.1274
C  4.6060  2.2424  0.6355
C  3.6187  3.1686  0.4415
C  2.2749  2.8454  0.7151
C  1.2040  3.7471  0.5369
C  -0.0737  3.3407  0.8123
C  -0.2813  2.0223  1.2520
N  0.6860  1.1678  1.4370
C  1.9545  1.5454  1.1926
N  0.2004  -1.3724  0.4020
N  -1.0877  -1.2646  0.0203
C  -1.6788  -2.0981  -0.7418
C  -3.0682  -1.8718  -1.0927
C  -3.7562  -2.7826  -1.8960
C  -5.0792  -2.5341  -2.2145
C  -5.6713  -1.3807  -1.7204
N  -5.0323  -0.5055  -0.9585
C  -3.7736  -0.7447  -0.6551
H  2.9757  -2.9609  0.7986
H  3.1768  -1.5119  -0.1926
H  5.0884  0.2501  1.3003
H  5.6357  2.4890  0.4248
H  3.8520  4.1591  0.0785
H  1.4115  4.7463  0.1802
H  -0.9146  4.0042  0.6865
H  -1.2782  1.6535  1.4515
H  0.4555  -0.5976  1.0366
H  -1.2102  -2.9853  -1.1627
H  -3.2550  -3.6688  -2.2601
H  -5.6402  -3.2183  -2.8325
H  -6.7030  -1.1410  -1.9418
H  -3.2787  -0.0133  -0.0321

=====

Entry 4:
C22H27N3O2 as an isolated structure, computed with wB97M-V/def2-TZVPD.

energy relative to the best compared isomer or geometry (same formula, charge and spin): 511.80 kcal per mole
E_HOMO: -7.60 eV
charge: 0
energy: -31797.53712 eV
multiplicity: 1
M: 365.48 g mol⁻¹
HOMO-LUMO gap: 7.823 eV

CARTESIAN COORDINATES (ANGSTROEM)
C  1.0621  7.1056  -1.0245
H  1.9791  7.3386  -1.5559
H  0.6529  6.2722  -1.7739
H  0.4377  7.9506  -0.9788
C  1.3122  6.4407  0.0129
N  2.1879  5.3712  0.0860
C  1.6210  4.1876  -0.0717
C  2.6516  2.8702  -0.1892
C  2.1505  1.6471  -0.4082
C  0.6729  1.4142  -0.6796
C  0.0787  2.5500  -0.6024
C  0.5683  3.8612  -0.5231
H  -0.3761  4.6813  -0.7449
H  -1.0927  2.3861  -0.8862
C  0.2659  0.0901  -1.0136
N  -1.0633  0.0200  -1.0458
O  -1.7160  -1.2726  -1.4234
C  -0.7996  -2.4009  -1.4857
C  -0.1677  -3.2083  -0.2146
O  0.8785  -2.7685  0.3306
N  -0.9846  -3.9120  0.3621
C  -2.2684  -4.2431  0.2294
C  -3.2429  -3.4766  -0.2424
C  -4.5586  -3.8489  -0.5740
C  -4.5787  -5.3912  -0.8720
C  -3.8670  -6.2580  -0.3004
C  -2.7598  -5.6623  0.0009
C  -1.4248  -6.7080  0.7187
C  -1.1270  -5.8127  2.0305
C  -0.4993  -4.5959  1.6438
H  0.7371  -4.8057  1.3553
H  -0.4094  -3.8939  2.3277
H  -1.9388  -5.7955  2.6331
H  -0.4515  -6.4792  2.4125
H  -0.7509  -6.6567  -0.0502
H  -1.8227  -7.7059  1.0061
H  -3.9988  -7.2935  -0.4157
H  -5.8853  -5.5961  -0.8145
H  -5.2710  -3.2181  -1.0278
H  -3.0073  -2.3143  -0.1993
H  -1.5448  -3.1932  -1.9506
H  0.1562  -2.0960  -1.9025
H  0.9519  -0.5873  -0.8335
H  2.6208  0.8730  -0.3159
H  3.7406  3.0269  0.1295
C  3.5630  5.4067  0.1752
C  4.0281  5.3544  1.6425
H  3.4637  6.0245  2.2721
H  4.0861  4.2971  1.9784
H  5.3215  5.6854  1.7825
H  4.2754  4.8006  -0.4602
H  3.9183  6.4987  -0.1544
H  0.4730  5.9168  0.6455
H  1.7521  7.1236  0.9594